{"formula": "C2H23HgO10", "method": "ωB97M-V with the def2-TZVPD basis set", "homo_lumo_gap_ev": [9.362, 6.049], "lumo_ev": [-0.184, -3.216], "total_energy_ha": -995.70468, "fmax_ev_per_a": 2.22, "spin_multiplicity": 2, "species": ["Hg", "C", "C", "O", "H", "H", "H", "H", "H", "O", "H", "H", "O", "H", "H", "O", "H", "H", "O", "H", "H", "O", "H", "H", "O", "H", "H", "O", "H", "H", "O", "H", "H", "O", "H", "H"], "positions_angstrom": [[3.00, -2.20, -0.35], [-0.88, -0.56, 0.63], [0.04, -0.11, -0.56], [1.41, -0.16, -0.35], [-1.94, -0.48, 0.37], [-0.80, 0.05, 1.53], [-0.71, -1.57, 1.00], [-0.36, 0.83, -0.96], [-0.23, -0.71, -1.43], [-0.21, 3.42, -1.46], [-1.07, 3.78, -1.25], [-0.25, 2.51, -1.14], [0.65, 1.45, 3.87], [-0.29, 1.61, 3.97], [0.92, 2.03, 3.15], [3.11, 1.27, -2.41], [2.50, 0.85, -1.80], [2.55, 1.82, -2.97], [-2.35, -4.65, 0.81], [-1.75, -5.33, 0.51], [-1.89, -4.23, 1.54], [2.74, -1.91, -2.75], [3.34, -2.09, -3.48], [2.15, -1.23, -3.09], [-4.59, 1.34, 1.51], [-3.63, 1.37, 1.44], [-4.75, 1.06, 2.41], [1.23, -1.13, 3.27], [1.28, -0.25, 3.66], [0.95, -0.97, 2.37], [1.71, 2.14, 1.40], [1.37, 1.55, 0.73], [2.55, 1.75, 1.65], [-2.25, -0.29, -3.75], [-1.99, -0.13, -4.66], [-1.54, -0.82, -3.39]]}